A 2-piece molecular cluster, C10H18BN3 overall at a distorted geometry, computed with ωB97M-V/def2-TZVPD.

Geometry as XYZ:
```
32
Properties=species:S:1:pos:R:3:forces:R:3:lowdin_charge:R:1
N -1.04495 -1.11865 0.45213 1.49 0.78 1.21 0.044
N -0.91759 1.31644 2.09374 1.83 -1.27 -2.89 -0.150
N 1.26928 0.91582 0.50794 -2.31 0.55 0.33 -0.105
C 0.37490 -3.10274 -2.35766 -1.46 1.62 1.60 -0.067
C 0.06885 -2.23593 -3.43161 1.77 -2.91 2.11 -0.125
C -0.41492 2.12644 3.13959 -2.38 1.83 0.88 -0.088
C -0.10951 -2.76456 -1.06491 1.02 -0.69 -1.61 -0.089
C 1.54755 2.25367 -0.15483 1.58 -3.14 1.95 -0.012
C -0.59819 -1.51454 -0.79607 -1.73 3.13 -0.77 -0.429
C -0.46922 -1.02211 -3.18311 -0.48 0.60 2.58 -0.128
C -0.75499 -0.54605 -1.90499 1.07 -4.06 0.46 -0.027
C 2.03117 -0.12534 -0.15341 0.55 -3.27 -0.20 -0.115
C -2.34592 1.07902 2.12936 0.24 0.99 2.45 -0.062
B -0.02717 0.77701 1.13484 -0.32 -2.84 -0.77 -0.174
H -2.83069 2.08016 1.97399 -0.08 -1.02 0.64 0.108
H 1.59757 -0.53505 -1.13417 0.65 1.40 1.02 0.093
H -0.72749 1.71497 4.10138 -0.55 0.22 0.12 0.094
H 1.66219 1.96289 -1.16937 0.67 0.51 -1.06 0.079
H 3.11149 0.14361 -0.26261 -0.97 0.22 -0.04 0.095
H 1.00708 -3.96301 -2.32698 0.05 -0.67 -0.98 0.086
H -0.76927 3.20872 3.03806 0.47 -1.27 0.35 0.123
H -1.09449 0.42288 -1.73214 -0.68 1.41 0.34 0.078
H -0.93466 -1.94641 1.09717 0.01 1.42 -0.53 0.064
H -2.73001 0.36937 1.46515 0.08 -0.86 -1.50 0.043
H 0.69506 2.80383 -0.05242 -1.99 2.05 0.33 0.047
H -2.47445 0.58311 3.14321 -0.68 1.12 -0.82 0.114
H 0.44485 -2.55500 -4.35019 0.20 -0.03 -1.71 0.073
H 2.07847 -1.13580 0.39609 -0.31 1.73 -0.09 0.110
H -0.01773 -3.45394 -0.24459 0.24 -0.27 0.22 0.095
H -0.65081 -0.44240 -3.99487 -0.53 2.02 -2.27 0.067
H 2.41758 2.61750 0.40703 -0.13 0.56 -0.92 0.101
H 0.60604 2.08609 3.23426 2.64 0.14 -0.41 0.057
```
Positions in Å, forces in eV/Å.

The energy above the lowest of the compared OMol25 structures with the same formula, charge and spin comes out at 223.3 kJ/mol. The LUMO energy is 0.0184 Eh. The value obtained for the frontier orbital gap is 7.139 eV. The total energy is -15806.6076 eV.